# 1
The following is a quantum chemistry calculation of 2 unconnected molecules or ions with the total composition C3H5N2O, from the Open Molecules 2025 dataset.

Summary:
- HOMO level (spin up / spin down): -0.54940 / -0.54398 hartree
- HOMO-LUMO gap (spin up / spin down): 8.235 / 8.479 eV
- Lowest unoccupied orbital energy (spin up / spin down): -6.7 / -6.3 eV
- Total charge: +1

Element x y z (Å)
1 C -3.3036 0.6953 -0.0100
2 C -2.3704 -0.0163 0.1002
3 C 1.2754 -0.2982 0.5281
4 N 2.3681 0.1678 -0.0281
5 N 0.2745 -0.5708 -0.3056
6 O -0.6934 -1.1667 0.2292
7 H -4.1887 1.2251 -0.1764
8 H 1.0310 -0.5845 1.6234
9 H 2.9820 0.7882 0.3807
10 H 2.3381 0.1227 -0.9742
11 H 0.2869 -0.3625 -1.3674

---

# 2
The following is a quantum chemistry calculation of a molecular structure, C5H7InO3, from the Open Molecules 2025 dataset.

Summary:
- HOMO level (spin up / spin down): -0.81432 / -0.84579 hartree
- Spin multiplicity: 2
- HOMO-LUMO gap (spin up / spin down): 6.171 / 7.001 eV
- Lowest unoccupied orbital energy (spin up / spin down): -16.0 / -16.0 eV
- Total charge: +3
- <S²>: 0.7524

Element x y z (Å)
1 O 1.6433 0.6700 0.0458
2 In 2.6696 2.3435 -0.0941
3 O 0.7450 2.6091 -0.2231
4 C 0.4519 1.3909 -0.0431
5 O -0.6287 0.8363 0.0155
6 C 1.6365 -0.7721 0.1851
7 C 2.9998 -1.2969 -0.0215
8 H 1.2462 -1.0183 1.1809
9 H 0.9317 -1.1586 -0.5714
10 H 3.3223 -2.1773 0.5317
11 H 3.6079 -0.9289 -0.8491
12 C -3.2354 -0.4953 -0.5231
13 C -4.0318 0.2537 0.1157
14 H -4.8212 0.8090 -0.4176
15 H -3.9016 0.3934 1.2023
16 H -2.6354 -1.4584 -0.5339

---

# 3
The following is a quantum chemistry calculation of a molecular structure, C29H30N2O7SSeSiTa, from the Open Molecules 2025 dataset.

Summary:
- HOMO level: -0.36558 hartree
- HOMO-LUMO gap: 6.257 eV
- Lowest unoccupied orbital energy: -3.7 eV
- Total charge: +1

Element x y z (Å)
1 Ta -0.3466 -1.2446 0.4803
2 O 3.4690 0.2929 2.6882
3 C 2.4790 -0.2769 2.0185
4 O 1.7058 0.3077 1.2953
5 C 2.3748 -1.7407 2.2236
6 C 3.2264 -2.4705 3.0337
7 C 3.0234 -3.8369 3.1554
8 C 1.9751 -4.4209 2.4618
9 C 1.1795 -3.6132 1.6748
10 N 1.3707 -2.2954 1.5405
11 C 0.0021 -4.1382 0.9164
12 O -0.3132 -5.2865 0.8970
13 O -0.6399 -3.1487 0.2774
14 H 3.4427 1.2492 2.5331
15 H 4.0210 -1.9632 3.5601
16 H 3.6661 -4.4335 3.7876
17 H 1.7498 -5.4765 2.5192
18 C -1.2664 5.9347 4.9714
19 C -1.2039 4.5018 4.5246
20 C -2.1647 3.5891 4.9538
21 C -2.1293 2.2664 4.5455
22 C -1.1101 1.8558 3.7003
23 C -0.1389 2.7409 3.2546
24 C -0.1958 4.0599 3.6688
25 S -1.0250 0.1743 3.2284
26 O -2.2859 -0.4655 3.4573
27 O 0.1526 -0.4519 3.7896
28 O -0.7684 0.2772 1.6977
29 H -2.1629 6.4206 4.5832
30 H -0.4007 6.4972 4.6265
31 H -1.3059 6.0007 6.0590
32 H -2.9543 3.9194 5.6174
33 H -2.8785 1.5586 4.8727
34 H 0.6362 2.4026 2.5785
35 H 0.5523 4.7623 3.3223
36 C -3.6139 -0.0172 0.5315
37 C -3.5039 1.1295 -0.1947
38 C -2.6703 1.1996 -1.3403
39 C -2.0620 0.0770 -1.8046
40 C -2.2266 -1.1593 -1.1004
41 C -2.9453 -1.2051 0.1012
42 N -0.9965 0.1302 -2.7583
43 C -1.1709 -0.6478 -3.9638
44 C -1.7862 0.0000 -5.0293
45 C -2.0104 -0.6772 -6.2173
46 C -1.6027 -1.9968 -6.3597
47 C -0.9751 -2.6389 -5.3036
48 C -0.7608 -1.9695 -4.1060
49 H -4.2080 -0.0417 1.4324
50 H -4.0288 2.0184 0.1299
51 H -2.4856 2.1443 -1.8352
52 H -1.9467 -2.0732 -1.6015
53 H -3.2161 -2.1611 0.5348
54 H -2.0871 1.0329 -4.9106
55 H -2.4977 -0.1687 -7.0388
56 H -1.7698 -2.5201 -7.2915
57 H -0.6521 -3.6666 -5.4076
58 H -0.2622 -2.4737 -3.2861
59 C 3.7253 -0.1964 -1.5335
60 Si 2.4544 0.1010 -2.8657
61 C 2.2107 1.8572 -3.3889
62 C 2.5664 -1.0920 -4.2741
63 Se 0.5096 -0.4129 -1.6311
64 H 4.6421 -0.5990 -1.9680
65 H 3.3606 -0.9165 -0.7967
66 H 3.9643 0.7308 -1.0111
67 H 3.0834 2.1994 -3.9514
68 H 2.0740 2.5092 -2.5259
69 H 1.3344 1.9487 -4.0327
70 H 3.4879 -0.8831 -4.8257
71 H 1.7258 -0.9836 -4.9608
72 H 2.6041 -2.1262 -3.9293

---

# 4
The following is a quantum chemistry calculation of a molecular structure, C16H30I2InN2O3S3Sc, from the Open Molecules 2025 dataset.

Summary:
- HOMO level (spin up / spin down): -0.74555 / -0.73789 hartree
- HOMO-LUMO gap (spin up / spin down): 4.853 / 2.657 eV
- Lowest unoccupied orbital energy (spin up / spin down): -15.4 / -17.4 eV
- Total charge: +4

Element x y z (Å)
1 I 0.0940 -1.9802 -4.9602
2 I -1.5475 -1.2834 -7.0861
3 Sc 0.2764 -0.9235 -2.3397
4 In -0.6803 0.1483 0.3572
5 S 2.1326 -2.1733 -1.4172
6 S -1.8352 -1.5230 -1.1470
7 C 1.5899 0.2483 0.9737
8 C 3.7649 -1.7341 -2.1643
9 C -3.5449 -0.7246 -1.6770
10 C 3.6006 -1.3495 -3.6244
11 C 4.3705 -0.5883 -1.3689
12 C 4.6304 -2.9745 -2.0024
13 C -3.7152 -1.0471 -3.1581
14 C -3.5954 0.7790 -1.4231
15 C -4.5678 -1.4493 -0.7984
16 C 1.2347 1.1173 -2.1958
17 C -0.0707 1.2980 -1.7450
18 O 2.6200 0.3815 1.4709
19 O 2.2546 1.7654 -2.2997
20 O -0.8069 2.2995 -1.8063
21 H 3.0556 -0.4017 -3.7160
22 H 3.0453 -2.1110 -4.1846
23 H 4.5951 -1.2248 -4.0711
24 H 3.7878 0.3292 -1.4766
25 H 5.3887 -0.4072 -1.7323
26 H 4.4097 -0.8399 -0.3070
27 H 4.7194 -3.2221 -0.9407
28 H 5.6276 -2.7917 -2.4113
29 H 4.1873 -3.8350 -2.5073
30 H -4.7067 -0.7084 -3.4954
31 H -3.6289 -2.1241 -3.3435
32 H -2.9517 -0.5441 -3.7676
33 H -4.5558 1.1756 -1.7914
34 H -2.7798 1.3110 -1.9252
35 H -3.5253 0.9980 -0.3512
36 H -5.5872 -1.1275 -1.0543
37 H -4.3952 -1.2185 0.2606
38 H -4.4995 -2.5340 -0.9417
39 C -0.8598 3.5355 2.3231
40 N -0.4165 2.5474 3.3051
41 C 0.9549 2.7111 3.7988
42 C -0.9631 1.3113 3.2829
43 S -2.2242 0.9423 2.1460
44 N -0.5015 0.3757 4.1777
45 C -0.5151 0.7268 5.6023
46 C -0.7863 -1.0432 3.9423
47 H -0.3723 4.4770 2.5695
48 H -1.9460 3.6504 2.3813
49 H -0.5856 3.2418 1.3017
50 H 0.9974 2.6067 4.8868
51 H 1.6347 1.9825 3.3400
52 H 1.2697 3.7206 3.5321
53 H -1.4347 0.3656 6.0955
54 H 0.3433 0.2400 6.0833
55 H -0.4511 1.8078 5.7318
56 H -1.8679 -1.2450 3.9386
57 H -0.3641 -1.3593 2.9802
58 H -0.3030 -1.6049 4.7492

---

# 5
The following is a quantum chemistry calculation of a molecular structure, C29H30As2AuN3O3, from the Open Molecules 2025 dataset.

Summary:
- HOMO level: -0.53650 hartree
- HOMO-LUMO gap: 7.613 eV
- Lowest unoccupied orbital energy: -7.0 eV
- Total charge: +2

Element x y z (Å)
1 Au 0.4080 0.2695 0.7114
2 C 2.4505 -0.0031 3.5526
3 C 3.3580 0.5571 2.4672
4 As 2.7537 -0.2202 0.7924
5 C 3.7499 0.3098 -0.7231
6 C 4.2559 1.6056 -0.8114
7 C 4.9824 1.9609 -1.9337
8 C 5.1815 1.0370 -2.9530
9 C 4.6600 -0.2468 -2.8619
10 C 3.9358 -0.6220 -1.7426
11 C 2.8902 -2.1111 1.0312
12 C 4.1462 -2.6319 1.3397
13 C 4.2876 -3.9971 1.5293
14 C 3.1856 -4.8344 1.4014
15 C 1.9399 -4.3135 1.0817
16 C 1.7862 -2.9463 0.8957
17 As 0.6144 0.4615 3.1105
18 C -0.6124 -0.5503 4.1453
19 C -0.4328 -1.9274 4.2611
20 C -1.3207 -2.6573 5.0337
21 C -2.3747 -2.0145 5.6725
22 C -2.5498 -0.6431 5.5445
23 C -1.6676 0.1016 4.7758
24 C 0.4421 2.3398 3.4392
25 C -0.4283 3.1115 2.6730
26 C -0.5397 4.4697 2.9288
27 C 0.2111 5.0526 3.9400
28 C 1.0742 4.2806 4.7054
29 C 1.1933 2.9216 4.4595
30 H 2.6774 0.4048 4.5367
31 H 2.5173 -1.0899 3.6169
32 H 4.4036 0.2864 2.6167
33 H 3.2848 1.6433 2.3945
34 H 4.0752 2.3342 -0.0305
35 H 5.3857 2.9604 -2.0185
36 H 5.7443 1.3240 -3.8309
37 H 4.8140 -0.9554 -3.6638
38 H 3.5277 -1.6222 -1.6674
39 H 5.0152 -1.9881 1.4190
40 H 5.2588 -4.4085 1.7680
41 H 3.3027 -5.9004 1.5426
42 H 1.0888 -4.9709 0.9660
43 H 0.8137 -2.5475 0.6303
44 H 0.3866 -2.4307 3.7590
45 H -1.1894 -3.7252 5.1428
46 H -3.0621 -2.5881 6.2796
47 H -3.3677 -0.1503 6.0520
48 H -1.7899 1.1742 4.6879
49 H -1.0153 2.6660 1.8817
50 H -1.2099 5.0747 2.3336
51 H 0.1236 6.1131 4.1333
52 H 1.6537 4.7346 5.4976
53 H 1.8599 2.3335 5.0772
54 C -4.0912 1.3544 -1.6920
55 N -3.8854 0.6215 -0.4313
56 C -5.0450 -0.0101 0.2153
57 C -2.7184 0.5793 0.1122
58 N -1.6697 0.5537 0.6088
59 H -4.7393 2.2110 -1.5139
60 H -4.5544 0.6852 -2.4147
61 H -3.1338 1.6914 -2.0796
62 H -5.7696 0.7551 0.4896
63 H -4.7225 -0.5428 1.1056
64 H -5.4989 -0.7124 -0.4815
65 O 1.1717 1.3753 -2.9831
66 N 0.9246 1.2997 -1.8188
67 O 1.0969 2.1768 -0.9703
68 O 0.4317 0.1430 -1.3673

---

# 6
The following is a quantum chemistry calculation of a gas-phase ion, C8H15N4 (charge +1), from the Open Molecules 2025 dataset.

Summary:
- HOMO level: -0.38680 hartree
- HOMO-LUMO gap: 6.848 eV
- Lowest unoccupied orbital energy: -3.7 eV
- Total charge: +1

Element x y z (Å)
1 C -1.4072 -0.2560 1.9022
2 C -1.6718 -0.7627 -0.5376
3 C -2.3623 -0.4964 0.7894
4 C 2.2705 -0.6935 -0.9758
5 C 2.9459 -0.8107 0.3406
6 C -1.1784 0.2990 -1.3072
7 C 1.4246 -0.8305 0.2699
8 C 0.6681 0.2909 0.8077
9 N -0.2034 0.0928 1.7866
10 N -1.5324 -2.0141 -0.7910
11 N -1.3530 1.7262 -0.9914
12 N 0.9985 1.6010 0.5382
13 H -1.7712 -0.3954 2.9153
14 H -2.9128 -1.4069 1.0440
15 H -3.0965 0.3138 0.7515
16 H 2.2858 0.2524 -1.4961
17 H 2.2815 -1.5465 -1.6356
18 H 3.4300 -1.7371 0.6037
19 H 3.4196 0.0601 0.7702
20 H -0.6781 0.1105 -2.2379
21 H 0.9324 -1.7817 0.4306
22 H -1.0534 -2.2198 -1.6614
23 H -1.4983 2.2685 -1.8499
24 H -2.1668 1.8542 -0.3792
25 H 0.8122 2.2482 1.2955
26 H -0.4905 2.0850 -0.4962
27 H 1.9068 1.7488 0.1139

---

Q: What is the total charge in the sixth record?
A: +1